ORCA calculation (wB97M-V/def2-TZVPD) on a molecular structure, C11H27As3BCoF4O.

The value obtained for the energy relative to the best compared isomer or geometry (same formula, charge and spin) is 4.5 kcal/mol. Its expectation value of S² is 0.9312. The calculation puts the lowest unoccupied orbital energy (spin up / spin down) at 2.7804 / 2.7851 eV. Its spin multiplicity is 2. Its total charge is -1. For the orbital gap (spin up / spin down), the calculation gives 6.555 / 6.586 eV. Its electronic energy is -245587.922 eV. For the HOMO energy (spin up / spin down), the calculation gives -3.77 / -3.80 eV.

CARTESIAN COORDINATES (ANGSTROEM)
Co (2.79120, 0.61889, -0.31607)
As (1.03780, 1.23224, -1.74612)
C (0.02487, 0.21279, -3.07108)
H (-2.42352, -3.97840, 0.52156)
H (-0.88450, 0.74631, -3.35965)
H (-2.01334, -2.97056, -0.88601)
F (2.92519, -1.38146, -0.97452)
H (0.67068, 0.06254, -3.93171)
H (0.41939, 3.28784, -3.13277)
C (-1.80519, -3.15238, 0.16926)
O (2.93473, 2.18905, 0.25776)
H (2.09072, -2.08428, 2.77582)
H (-1.78349, -0.27966, -0.91435)
F (3.95501, -3.11090, -2.09167)
C (1.35435, 2.85933, -2.76720)
H (1.78255, 0.99177, 4.06958)
H (-3.98011, -1.26170, -0.58211)
C (-0.95215, 1.10425, 0.52821)
F (2.45309, -1.77068, -3.20049)
C (-3.99731, -1.27254, 0.50905)
C (-1.21458, -0.31942, 0.02014)
C (-0.40801, 1.96293, -0.63100)
C (-0.01022, 1.11841, 1.74576)
H (-4.63927, -2.08697, 0.84698)
H (-0.75696, -3.43137, 0.27141)
H (2.78901, 1.95671, 2.92996)
H (2.00585, 2.62803, -3.60947)
H (0.48302, -1.48308, 3.26136)
F (1.70980, -3.22729, -1.58266)
C (2.48568, 0.95660, 3.23536)
H (-3.00704, 1.73490, 0.16290)
H (-0.26511, -0.81261, -0.21510)
H (3.37139, 0.39125, 3.52478)
H (-2.10789, 2.78498, 1.26927)
H (-0.21907, -0.77218, -2.68137)
As (1.68885, 0.13481, 1.66415)
As (-2.18480, -1.54518, 1.23002)
C (1.17851, -1.59668, 2.42922)
H (1.86687, 3.55505, -2.10422)
H (0.73755, -2.23194, 1.66250)
H (0.00473, 2.89605, -0.23735)
B (2.76451, -2.40692, -1.99326)
H (-1.23851, 2.21145, -1.30196)
H (0.30451, 2.14775, 1.93760)
H (-2.70065, 1.21851, 1.83362)
H (-0.55184, 0.76017, 2.62787)
C (-2.27479, 1.74605, 0.97506)
H (-4.41152, -0.33246, 0.87096)

Atomic forces in eV per Å
Co -0.132 -0.181 -0.092
As -0.072 0.114 -0.001
C -0.021 0.041 -0.001
H -0.003 0.011 0.005
H 0.037 -0.021 -0.005
H 0.010 0.002 0.004
F 0.226 -0.018 0.097
H 0.024 0.006 -0.092
H 0.003 -0.005 0.005
C 0.010 -0.014 0.023
O 0.016 0.057 -0.031
H -0.011 0.000 0.002
H -0.012 -0.004 0.015
F 0.004 -0.042 0.037
C 0.042 -0.024 -0.012
H -0.003 -0.006 -0.013
H 0.003 0.000 0.004
C -0.001 -0.020 -0.003
F -0.014 0.020 0.054
C -0.004 0.019 -0.004
C -0.020 -0.011 0.025
C 0.013 -0.018 0.019
C -0.034 -0.008 -0.012
H 0.006 0.003 0.002
H 0.003 0.011 -0.029
H -0.010 -0.011 -0.024
H -0.013 0.005 -0.005
H -0.001 0.003 -0.009
F -0.065 -0.007 0.035
C 0.041 -0.037 -0.002
H 0.003 -0.001 0.005
H 0.007 -0.022 0.010
H -0.012 0.000 0.009
H -0.009 0.000 0.003
H -0.003 -0.019 0.019
As -0.048 0.073 0.118
As -0.006 -0.010 -0.022
C 0.060 -0.008 0.010
H -0.006 -0.023 0.016
H 0.003 0.005 -0.010
H -0.019 -0.011 0.006
B -0.057 0.134 -0.121
H 0.034 0.006 -0.026
H -0.034 0.002 0.003
H 0.004 0.005 -0.007
H 0.033 -0.011 -0.001
C 0.032 0.018 -0.002
H -0.007 -0.008 -0.004

Charges in e, computed with natural (NBO), in the same order as the atoms:
1. Co 0.83
2. As 1.00
3. C -0.96
4. H 0.22
5. H 0.20
6. H 0.22
7. F -0.59
8. H 0.24
9. H 0.20
10. C -0.95
11. O -1.15
12. H 0.23
13. H 0.21
14. F -0.56
15. C -0.96
16. H 0.20
17. H 0.21
18. C -0.06
19. F -0.57
20. C -0.95
21. C -0.72
22. C -0.73
23. C -0.74
24. H 0.22
25. H 0.24
26. H 0.26
27. H 0.23
28. H 0.21
29. F -0.57
30. C -0.96
31. H 0.20
32. H 0.24
33. H 0.22
34. H 0.21
35. H 0.24
36. As 1.01
37. As 0.86
38. C -0.97
39. H 0.26
40. H 0.23
41. H 0.24
42. B 1.36
43. H 0.20
44. H 0.24
45. H 0.20
46. H 0.21
47. C -0.61
48. H 0.22